Density functional theory data (the ωB97M-V functional and the def2-TZVPD basis) for C5H11NO in the gas phase in a non-equilibrium geometry.

- SMILES string = CCC[C@@H](N)C=O

```
18
Properties=species:S:1:pos:R:3:forces:R:3:nbo_charge:R:1
O -2.513745 -1.025600 0.218550 0.18 2.07 0.02 -0.5210
C -1.963847 0.071973 0.139079 -0.74 -2.72 -1.35 0.4178
C -0.460557 0.118908 0.421676 -1.25 0.55 0.79 -0.1469
C 0.289748 0.126120 -0.933322 -0.57 -0.25 0.09 -0.4108
C 1.791684 0.374218 -0.657874 1.15 -0.62 0.64 -0.4065
C 2.487639 -1.009419 -0.471578 1.10 1.85 1.65 -0.6015
N -0.260521 1.232569 1.322222 -0.49 1.20 0.47 -0.8781
H -2.546561 0.943337 -0.365058 1.04 -0.72 1.04 0.1278
H -0.232320 -0.793786 1.017531 -0.12 0.19 -0.90 0.1995
H 0.083615 -0.969788 -1.319241 0.62 2.32 0.22 0.2272
H -0.141211 0.916936 -1.644328 0.45 -1.19 0.98 0.2161
H 2.071776 1.036842 0.247781 -0.91 -1.04 -1.26 0.1941
H 2.314015 0.876319 -1.468291 -0.34 0.06 -0.37 0.2103
H 3.583741 -0.941521 -0.587001 -0.37 0.16 0.30 0.2080
H 2.184431 -1.672631 -1.205071 -0.84 -1.38 -1.46 0.2004
H 2.272193 -1.426218 0.521222 0.03 -0.01 -0.29 0.2059
H -1.122409 1.758107 1.625577 1.82 -0.64 -0.74 0.3817
H 0.598336 1.758419 1.185038 -0.76 0.18 0.15 0.3760
```
Positions in Å, forces in eV/Å.



Density functional theory data (the ωB97M-V functional and the def2-TZVPD basis) for a molecular structure, C33H32BN5O8S3SbTi in a non-equilibrium geometry.

- charge = -1
- spin multiplicity = 3
- ⟨S²⟩ = 2.027

```
84
Properties=species:S:1:pos:R:3:forces:R:3:lowdin_spin:R:1
Ti 0.080053 0.812326 -2.102427 -0.93 -0.92 -0.59 0.9834
O -2.021665 -2.604418 -3.821741 -0.13 -0.10 0.95 0.0213
C -1.504945 -1.643076 -3.027829 1.96 0.09 -1.71 0.0530
O -0.566586 -0.925895 -3.447771 -1.74 -0.94 0.50 0.0332
C -1.896263 -1.538137 -1.637992 -1.39 -0.60 1.68 0.1066
C -2.685786 -2.404856 -0.833937 1.27 0.95 -0.94 -0.0057
C -2.701907 -2.211525 0.567902 0.29 0.05 -0.37 0.1245
C -2.177947 -1.049175 1.112842 0.11 0.23 -0.85 -0.0145
C -1.528988 -0.158233 0.256052 0.35 0.75 -0.85 0.1480
N -1.274066 -0.460128 -1.080825 0.09 0.12 0.71 0.2527
C -1.027899 1.188171 0.509090 -0.27 -0.13 -0.25 0.1188
O -1.168986 1.712104 1.745700 -1.05 0.12 -0.44 0.0423
O -0.475981 1.854348 -0.403674 -1.31 -0.58 2.02 0.0720
H -1.402753 -2.822054 -4.535173 -0.01 0.54 0.07 0.0010
H -3.225061 -3.230730 -1.276542 0.15 -0.03 -0.09 -0.0023
H -3.040061 -2.996200 1.222982 -0.51 0.02 -0.01 0.0083
H -2.323262 -0.832742 2.159553 0.24 0.00 0.18 -0.0032
H -2.027761 1.386949 2.093155 0.82 0.16 -0.02 0.0017
C -6.051233 -2.920964 -2.877168 0.26 0.66 -0.30 0.0000
N -5.559323 -1.598353 -3.320072 0.45 -0.31 -0.38 0.0007
C -4.923917 -1.408783 -4.579225 -0.83 0.03 1.02 0.0002
C -4.600825 -0.092985 -4.616919 0.37 -1.11 -0.87 0.0005
N -4.975190 0.530280 -3.473588 -0.38 0.16 2.14 0.0006
B -4.950746 2.087818 -3.186192 0.06 -0.73 0.18 0.0001
N -3.674396 2.700979 -2.353848 0.47 0.38 0.50 0.0014
C -3.930958 3.604792 -1.293949 0.63 -1.32 -0.77 0.0014
C -2.807502 4.283057 -1.041578 0.84 0.41 -1.16 0.0007
N -1.848662 3.942263 -2.015655 -1.42 -0.74 0.86 0.0033
C -0.660690 4.728347 -2.335022 0.96 -0.38 0.69 0.0008
C -2.373282 2.874078 -2.698959 0.10 0.72 -0.29 0.0083
S -1.348106 1.919421 -3.755898 -0.91 0.49 0.02 0.0134
C -5.565739 -0.396242 -2.600861 0.98 -0.67 -2.93 0.0007
S -6.160633 -0.162197 -1.093054 -0.41 0.02 1.27 -0.0002
H -6.155291 -2.891250 -1.801794 0.20 -0.03 0.32 0.0000
H -5.383192 -3.746378 -3.203141 -0.15 0.72 0.23 0.0000
H -7.046690 -3.135189 -3.267452 -0.05 0.17 -0.19 0.0000
H -4.838038 -2.238814 -5.289844 0.10 0.65 0.45 0.0000
H -4.043703 0.388128 -5.395883 -0.05 0.40 -0.06 0.0000
H -4.889984 2.609571 -4.272466 -0.18 0.18 0.03 0.0001
H -5.915709 2.286380 -2.453005 0.48 0.32 -0.58 0.0000
H -4.843908 3.596557 -0.741217 -0.37 -0.12 -0.08 0.0001
H -2.570928 4.947353 -0.254837 0.13 0.68 0.42 0.0001
H 0.185525 4.070651 -2.631754 -0.62 0.27 0.42 0.0005
H -0.356458 5.298560 -1.405410 -0.41 -0.55 -1.22 0.0000
H -0.848872 5.380170 -3.200319 -0.13 0.03 0.46 0.0001
C 8.163935 0.674486 1.979249 -0.47 -1.47 -0.77 0.0000
C 7.416232 1.084750 3.051491 -0.15 0.21 0.10 0.0000
C 6.059666 0.765456 3.142028 0.84 0.37 0.35 0.0000
C 5.509293 -0.135065 2.266722 -0.67 -0.28 0.22 0.0000
C 6.322327 -0.755303 1.313977 0.04 -0.32 -0.18 0.0000
C 7.615868 -0.322016 1.119652 0.28 1.05 1.17 0.0000
Sb 3.464862 0.179803 1.712961 -1.70 0.32 1.73 0.0000
C 2.204036 0.848506 3.558961 1.08 -1.32 -0.33 0.0000
C 2.405037 0.210745 4.778348 -0.14 0.31 0.89 0.0001
C 1.539237 0.432961 5.869725 0.84 -1.02 -0.53 0.0000
C 0.467004 1.272101 5.707589 -0.78 0.84 0.76 0.0001
C 0.293022 1.971603 4.514387 -0.42 0.08 -0.45 0.0000
C 1.138421 1.729912 3.419787 -0.12 0.86 0.17 0.0002
C 2.809552 -2.050973 1.652914 0.60 1.97 0.57 0.0001
C 2.340385 -2.701088 2.787950 -0.13 -1.16 0.17 0.0000
C 2.241539 -4.102146 2.791331 -0.05 1.05 0.18 0.0000
C 2.638542 -4.838124 1.691894 -0.03 -0.15 -0.29 0.0000
C 3.129314 -4.213212 0.557207 0.04 1.70 -0.54 0.0000
C 3.165565 -2.777726 0.534085 0.12 -1.61 -0.51 0.0000
H 9.166546 1.028595 1.810118 0.23 -0.01 0.11 0.0000
H 7.877708 1.657518 3.830135 0.10 0.60 0.19 0.0000
H 5.480741 1.302267 3.883433 -0.23 -0.21 0.09 0.0000
H 5.906961 -1.569830 0.716381 0.12 0.31 -0.08 0.0000
H 8.248183 -0.729061 0.367550 0.24 -0.34 -0.63 0.0000
H 3.299849 -0.405821 4.901532 -0.39 -0.06 0.08 0.0000
H 1.663554 -0.126004 6.800237 0.11 0.27 -0.19 0.0000
H -0.197083 1.441095 6.583096 0.35 -0.06 -0.84 0.0000
H -0.549196 2.682069 4.410304 0.59 -0.44 0.07 0.0000
H 0.981999 2.327035 2.500960 0.20 -0.64 0.53 0.0000
H 2.019571 -2.203256 3.697514 0.18 0.34 -0.21 0.0000
H 1.867505 -4.600561 3.679158 -0.05 -0.03 -0.08 0.0000
H 2.482977 -5.898164 1.737865 0.27 -0.49 -0.15 0.0000
H 3.489020 -4.740361 -0.344924 -0.43 0.10 0.70 0.0000
H 3.437618 -2.263199 -0.393193 0.11 -0.20 0.41 0.0000
O 3.853320 1.373325 -2.463550 -0.71 -0.73 0.18 0.0005
S 2.715010 0.800036 -1.786660 -1.03 1.12 -0.76 0.0043
O 1.642383 1.897152 -1.469040 1.71 -1.07 -0.21 0.0057
O 1.742982 -0.052621 -2.704737 2.12 0.38 1.18 0.0134
O 3.054844 0.071100 -0.546701 -0.72 -0.30 -3.25 0.0015
```
Positions in Å, forces in eV/Å.



Density functional theory data (the ωB97M-V functional and the def2-TZVPD basis) for C4H6O2 in the gas phase.

```
12
Properties=species:S:1:pos:R:3:forces:R:3:nbo_charge:R:1
O 0.677810 1.576075 -1.289350 -0.16 -0.24 0.15 -0.5797
C -0.122415 1.131769 -0.373979 0.00 0.13 -0.15 0.5274
C -0.921566 -0.087211 -0.360977 0.07 0.13 -0.14 -0.5402
C -0.452127 -0.742489 0.915112 0.05 -0.10 0.05 -0.4860
C 0.917065 -0.909029 0.959047 -0.04 -0.04 0.13 0.2798
O 1.691838 -0.383079 0.108460 -0.14 -0.08 0.05 -0.7494
H 0.985066 0.823072 -1.826470 -0.02 0.10 0.00 0.5204
H -0.286327 1.858297 0.419764 0.01 -0.10 -0.04 0.1943
H -1.973378 0.210566 -0.261090 0.12 0.01 0.02 0.2621
H -0.789770 -0.676439 -1.280749 0.01 0.06 0.13 0.2139
H -1.156902 -1.124447 1.642753 0.14 0.03 -0.10 0.2171
H 1.341857 -1.555012 1.748571 -0.05 0.11 -0.10 0.1402
```
Positions in Å, forces in eV/Å.



Density functional theory data (the ωB97M-V functional and the def2-TZVPD basis) for C23H26ClFN2O5S in the gas phase.

- SMILES string = O=C(COC(=O)c1ccc(CNS(=O)(=O)c2ccc(F)c(Cl)c2)cc1)NCC1CCCCC1

```
59
Properties=species:S:1:pos:R:3:forces:R:3:nbo_charge:R:1
O -4.521279 -3.683170 -0.178684 -0.14 -0.35 0.10 -0.6145
C -4.310763 -2.492713 -0.139161 -0.23 0.52 0.27 0.6527
N -3.454886 -1.833021 -0.937485 0.27 0.42 -0.18 -0.6118
H -3.349951 -0.836426 -0.810790 -0.10 -0.14 0.10 0.4011
C -2.463126 -2.469360 -1.773044 0.23 -0.01 -0.13 -0.2169
H -2.641729 -2.192412 -2.818265 0.04 -0.12 0.04 0.1925
C -1.052837 -2.042086 -1.352139 -0.22 -0.49 -0.09 -0.2312
C -0.003079 -2.507689 -2.360747 -0.02 0.42 0.06 -0.3848
C 1.375124 -1.995959 -1.948542 0.08 -0.31 -0.05 -0.4013
C 1.733416 -2.490301 -0.550023 -0.01 0.33 0.00 -0.3973
C 0.669480 -2.049431 0.451348 0.04 -0.33 0.03 -0.3987
C -0.696692 -2.581596 0.033043 0.00 0.43 0.02 -0.4064
H -0.678990 -3.673661 0.004728 -0.05 -0.10 0.00 0.1995
H -1.449018 -2.282707 0.764915 -0.06 -0.07 0.03 0.2157
H 0.920746 -2.405963 1.452733 0.01 0.06 0.07 0.2026
H 0.617593 -0.958272 0.470766 0.03 0.05 0.09 0.2027
H 2.712581 -2.100884 -0.259793 0.07 -0.07 0.02 0.1964
H 1.795498 -3.581396 -0.554265 0.07 -0.06 0.03 0.1950
H 2.126541 -2.329561 -2.667583 0.03 0.07 -0.03 0.2046
H 1.362117 -0.903532 -1.950391 0.04 0.01 -0.06 0.2054
H 0.003656 -3.599555 -2.402941 -0.03 -0.10 -0.04 0.1941
H -0.250876 -2.133121 -3.356058 -0.04 -0.06 -0.08 0.2052
H -1.017941 -0.945707 -1.312407 -0.03 0.03 -0.02 0.2054
H -2.598207 -3.547879 -1.665792 0.04 0.05 -0.09 0.2285
C -5.052805 -1.567475 0.845690 -0.15 -0.65 0.15 -0.1734
H -5.202224 -2.113134 1.781805 0.02 0.07 -0.23 0.2338
H -6.017594 -1.274491 0.427568 0.12 -0.02 0.03 0.2154
O -4.321119 -0.369970 1.068647 -0.09 0.41 -0.02 -0.5241
C -3.298006 -0.453069 1.945347 0.06 -0.29 0.23 0.7716
O -3.132978 -1.387387 2.687263 -0.06 0.12 -0.15 -0.5786
C -2.368470 0.694103 1.823534 0.24 0.13 -0.04 -0.1165
C -2.652888 1.800297 1.027852 -0.03 -0.07 0.02 -0.1692
C -1.689558 2.767715 0.828881 0.12 0.04 0.16 -0.2246
C -0.427344 2.639668 1.398960 -0.24 -0.04 0.34 0.0092
C -0.165962 1.559997 2.232672 -0.08 0.24 -0.01 -0.2107
C -1.128174 0.594851 2.447793 -0.23 -0.10 -0.02 -0.1682
H -0.929148 -0.265891 3.067801 0.03 -0.09 0.04 0.2413
H 0.806187 1.465070 2.694744 0.13 -0.03 0.03 0.2123
C 0.659085 3.624497 1.050469 0.01 -0.16 0.34 -0.2631
N 0.917926 3.707483 -0.376981 0.31 -0.48 -0.54 -0.8517
S 1.307904 2.273318 -1.153439 0.08 0.31 0.08 2.3133
O 1.364136 2.590022 -2.545741 0.16 0.25 -0.15 -0.9290
O 0.468469 1.183019 -0.742354 0.35 0.01 0.12 -0.9425
C 2.957286 2.014602 -0.511660 -0.65 0.03 -0.11 -0.3509
C 3.954534 2.864477 -0.946681 0.32 0.02 0.03 -0.1682
C 5.240519 2.713429 -0.447950 -0.23 -0.17 0.07 -0.1153
C 5.484787 1.700989 0.481425 -0.04 0.02 -0.01 0.3847
C 4.479063 0.851133 0.909147 0.12 0.12 -0.08 -0.2206
C 3.198324 1.012099 0.406640 -0.01 -0.07 0.01 -0.2007
H 2.388868 0.367045 0.707046 -0.08 -0.14 0.09 0.2549
H 4.713185 0.078871 1.624723 0.04 -0.07 0.06 0.2352
F 6.718615 1.542785 0.975361 -0.21 0.07 -0.13 -0.2997
Cl 6.512131 3.749501 -0.959071 0.07 0.02 -0.01 0.0558
H 3.721733 3.624517 -1.673897 0.10 0.17 -0.09 0.2574
H 0.197529 4.183883 -0.898727 -0.08 0.05 -0.27 0.4055
H 1.599840 3.327357 1.522289 -0.11 0.11 0.16 0.2133
H 0.400527 4.628662 1.399571 0.13 -0.09 -0.07 0.2288
H -1.909867 3.619057 0.200244 -0.05 0.08 -0.09 0.2063
H -3.621892 1.889373 0.561602 -0.06 0.01 -0.05 0.2298
```
Positions in Å, forces in eV/Å.



Density functional theory data (the ωB97M-V functional and the def2-TZVPD basis) for 10 unconnected molecules or ions with the total composition C4H30N2O9 in a non-equilibrium geometry.

- SMILES string = NCCCCN.O.O.O.O.O.O.O.O.O

```
45
Properties=species:S:1:pos:R:3:forces:R:3:nbo_charge:R:1
C -2.234185 -1.292806 -2.753608 0.96 -0.96 -0.72 -0.2178
N -0.844251 -1.765247 -2.773849 0.71 -0.48 -0.80 -0.8856
C -2.311487 0.137206 -2.352990 -0.40 0.95 1.35 -0.4042
C -1.913659 0.451027 -0.843543 -1.38 -0.25 -1.80 -0.4247
C -2.658302 1.696903 -0.425883 -0.25 3.17 1.10 -0.2296
N -1.854880 2.977657 -0.417106 -1.04 -1.05 0.53 -0.8307
H -2.843355 -1.952460 -2.123091 -0.30 0.35 -0.03 0.1776
H -2.552807 -1.396410 -3.812783 -0.17 0.04 0.66 0.1942
H -0.344788 -1.895037 -1.902119 -0.56 0.15 0.41 0.3709
H -0.794423 -2.667895 -3.243033 0.02 0.27 0.09 0.3635
H -3.363586 0.450597 -2.466461 0.36 -0.06 0.04 0.2107
H -1.719824 0.801685 -3.004156 -0.12 -0.39 0.01 0.2006
H -0.842312 0.627733 -0.770511 -0.03 -0.09 0.46 0.1678
H -2.232337 -0.350829 -0.180753 0.29 -0.37 -0.11 0.2202
H -3.561682 1.992723 -1.004873 0.51 -0.93 0.06 0.1954
H -3.022317 1.674111 0.631509 0.28 -0.48 -0.74 0.1950
H -1.508284 3.287356 -1.311643 0.10 -0.31 -0.16 0.3556
H -1.073117 2.769795 0.175665 0.58 0.44 -0.09 0.3467
H 1.632021 0.452184 3.441973 0.20 -0.43 0.04 0.5112
H 2.828933 -0.429464 3.120699 0.00 -0.19 0.04 0.4832
O 1.931039 -0.489626 3.465461 -0.27 0.48 -0.01 -1.0050
H 3.761918 -1.120725 -1.229199 -0.06 -0.24 0.18 0.4906
H 2.747909 0.012724 -1.568312 0.52 -0.37 -0.33 0.5068
O 3.687609 -0.170806 -1.321815 -0.52 0.59 -0.16 -0.9800
H 0.477940 0.338063 -1.804913 -0.48 -0.71 -0.50 0.4965
H 1.107187 0.022427 -3.243741 -0.70 -0.36 0.14 0.5188
O 1.236192 0.428151 -2.383751 1.03 0.73 0.28 -0.9817
H 1.077484 2.422479 2.233589 -0.11 0.16 0.25 0.4715
H 2.485557 1.883932 2.149030 -0.31 0.26 0.40 0.5014
O 1.811036 2.176911 2.809989 0.12 -0.20 -0.54 -0.9749
H 0.929967 2.170489 -1.733912 0.38 0.52 0.32 0.4843
H 1.632924 2.523484 -0.401803 0.02 0.10 -0.29 0.4722
O 0.977985 2.852025 -1.036029 0.17 -0.31 0.05 -0.9692
H -3.386500 -2.746267 3.788455 0.42 0.17 0.21 0.4698
H -1.858249 -3.041767 3.401176 -0.51 0.47 0.24 0.4961
O -2.793023 -3.230909 3.213180 0.01 -0.51 -0.48 -0.9780
H 0.523519 -2.391864 1.513179 0.32 0.05 -0.23 0.4937
H 1.329353 -1.146490 1.288638 0.12 -0.40 -0.11 0.4708
O 1.180274 -2.021522 0.890675 -0.28 0.47 -0.06 -0.9860
H 0.669731 -1.983777 3.622854 -0.22 -0.34 -0.24 0.5259
H 0.346584 -3.516167 3.496031 0.17 0.15 0.09 0.4846
O 0.010580 -2.636176 3.291630 0.11 0.07 0.37 -0.9919
H 3.541235 0.887680 -0.020224 -0.51 -0.54 0.94 0.5131
H 4.305696 1.851309 0.729586 -0.21 0.31 0.77 0.4829
O 3.480709 1.357602 0.866765 1.03 0.08 -1.60 -1.0119
```
Positions in Å, forces in eV/Å.



Density functional theory data (the ωB97M-V functional and the def2-TZVPD basis) for a gas-phase ion, FHN5 (charge +1) in a non-equilibrium geometry.

- charge = +1
- SMILES string = F[n+]1nnn[nH]1

```
7
Properties=species:S:1:pos:R:3:forces:R:3:nbo_charge:R:1
N -2.021184 1.430417 0.021397 -0.66 1.77 0.04 0.0253
N -0.732519 1.390158 0.044649 1.70 0.35 0.11 0.1165
N -2.524041 0.252688 0.054842 -1.34 -2.43 -0.12 0.1056
N -0.382504 0.159688 0.098479 -1.11 -0.76 -0.09 -0.1108
N -1.536781 -0.547324 0.111624 2.49 -2.81 -0.34 0.3938
F -1.441961 -1.966451 0.005508 -0.82 3.93 0.41 -0.0351
H 0.577346 -0.208769 0.136338 -0.26 -0.06 -0.01 0.5047
```
Positions in Å, forces in eV/Å.



Density functional theory data (the ωB97M-V functional and the def2-TZVPD basis) for a molecular structure, C2H3BrClF in a non-equilibrium geometry.

```
8
Properties=species:S:1:pos:R:3:forces:R:3:nbo_charge:R:1
C -0.295095 -0.756041 0.029149 0.87 -1.55 0.52 0.0107
C 0.081545 0.674814 0.266632 2.06 -0.10 -1.89 -0.2998
F -0.257894 -1.174158 -1.292262 -0.08 0.91 -0.13 -0.3501
Cl -0.747504 1.735474 -0.804109 -1.01 0.74 -0.64 0.0238
Br 1.986073 0.693049 -0.256438 0.46 0.36 0.20 -0.0151
H -1.299617 -0.871086 0.351861 -0.96 -0.56 0.55 0.1802
H 0.460856 -1.447972 0.484538 -1.05 0.78 0.42 0.1995
H 0.071637 1.145919 1.220629 -0.29 -0.57 0.98 0.2508
```
Positions in Å, forces in eV/Å.



Looking at calculated total energy for the records above, in order, we have -327.0533, -4461.7389, -306.3848, -2336.0467, -957.0612, -373.7215, -3212.0540 hartree.